Entry 1:
DFT (ωB97M-V/def2-TZVPD) results for a cluster of 2 separate species, C5H10NO in total at a distorted geometry.

Computed properties:
ΔE to the lowest compared entry with this formula, charge and spin: 3.240 eV

Geometry as ORCA input:
```
! RIJCOSX wB97M-V def2-TZVPD def2/J DEFGRID3
* xyz -1 1
O 2.50 -0.15 0.62
N 1.69 0.34 -0.30
C -0.41 -1.02 0.33
C -1.19 -0.06 -0.27
C -1.28 1.37 0.30
C -0.01 -2.42 -0.23
C 1.46 1.67 -0.24
H -2.17 1.76 -0.26
H 1.08 -2.37 -0.06
H 0.13 -0.87 1.18
H 1.74 2.33 0.60
H -0.55 -3.09 0.48
H 0.83 2.17 -1.10
H -1.60 -0.20 -1.32
H -0.31 1.82 0.15
H -0.28 -2.56 -1.21
H -1.63 1.27 1.33
*
```

Entry 2:
DFT (ωB97M-V/def2-TZVPD) results for a structure of composition C15H13BrFeN4O4.

Computed properties:
E_tot: -134349.5342 eV

Geometry as ORCA input:
```
! RIJCOSX wB97M-V def2-TZVPD def2/J DEFGRID3
* xyz 0 5
Br 1.72 -5.95 -1.01
Fe 1.11 1.57 0.45
O 2.46 5.32 0.70
O 1.60 -0.48 -0.38
O 0.68 -0.11 1.58
O 1.41 3.37 1.05
N -2.81 2.54 0.08
N 3.22 1.90 -0.15
N -0.16 -4.13 2.14
N -0.78 1.81 -0.42
C -4.13 0.54 -0.75
C 3.49 3.34 -0.14
C -3.93 -0.70 -1.33
C 2.38 4.11 0.60
C -1.52 -0.40 -1.40
C -2.64 -1.16 -1.66
C 0.33 -5.00 1.27
C 0.10 -2.84 1.94
C 1.08 -4.63 0.17
C -2.99 1.29 -0.48
C 1.34 -3.29 -0.06
C -1.71 0.84 -0.79
C -1.48 2.79 0.10
C 1.06 -0.91 0.67
C 0.84 -2.38 0.86
H 0.11 -6.05 1.45
H -5.12 0.89 -0.50
H 3.51 3.72 -1.16
H -2.54 -2.13 -2.12
H -3.52 3.16 0.42
H -1.05 3.69 0.51
H 4.44 3.60 0.31
H -0.30 -2.13 2.65
H -0.52 -0.75 -1.65
H 1.91 -2.95 -0.91
H -4.78 -1.32 -1.55
H 3.47 1.45 -1.03
H 3.73 1.41 0.58
*
```

Entry 3:
DFT (ωB97M-V/def2-TZVPD) results for a structure of composition C20H24FNOP2Tb at a distorted geometry.

Computed properties:
ΔE to the lowest compared entry with this formula, charge and spin: 0.000 eV

Geometry as ORCA input:
```
! RIJCOSX wB97M-V def2-TZVPD def2/J DEFGRID3
* xyz 1 7
Tb 0.17 0.37 -0.22
P 0.45 -1.18 -2.56
P 2.62 -0.04 1.02
F -1.67 -0.53 -0.44
O -1.14 2.58 0.19
N 1.25 1.86 -1.38
C -0.13 4.25 -1.21
C 2.84 4.87 1.08
C 0.55 2.25 -2.53
C 2.78 0.53 2.75
C 3.47 3.62 1.01
C 3.01 2.62 0.17
C -1.11 3.74 -0.23
C 1.23 0.08 -3.69
C -1.01 3.79 -3.56
C -1.07 2.97 -4.68
C 0.49 1.40 -3.67
C 1.36 -2.70 -2.98
C 1.86 2.89 -0.63
C -0.18 3.45 -2.50
C 3.65 1.25 0.15
C -0.32 1.79 -4.74
C -1.13 -1.48 -3.43
C 3.76 -1.46 0.98
C 1.23 4.13 -0.55
C 1.72 5.13 0.30
H 2.25 -0.19 3.39
H 1.15 -2.99 -4.02
H 3.79 0.89 -0.89
H 1.03 -3.49 -2.30
H 1.20 6.09 0.34
H -1.70 3.24 -5.53
H 1.23 -0.36 -4.70
H 2.27 0.20 -3.34
H 4.34 3.42 1.65
H -0.96 -2.09 -4.33
H 3.83 0.58 3.04
H -1.73 4.64 0.00
H -1.79 -2.02 -2.74
H -1.60 4.72 -3.50
H 4.63 1.28 0.66
H 3.22 5.63 1.76
H -1.62 -0.54 -3.70
H 4.04 -1.68 -0.06
H 2.44 -2.54 -2.84
H 4.65 -1.24 1.58
H 3.23 -2.32 1.40
H 2.31 1.51 2.87
H -0.38 1.14 -5.62
H -0.36 5.30 -1.42
*
```

Entry 4:
DFT (ωB97M-V/def2-TZVPD) results for an isolated molecule of CH3N5 at a distorted geometry.

Computed properties:
ΔE to the lowest compared entry with this formula, charge and spin: 1.512 eV
structure (SMILES): Nc1nnn[nH]1

Geometry as ORCA input:
```
! RIJCOSX wB97M-V def2-TZVPD def2/J DEFGRID3
* xyz 0 1
N 0.73 0.74 1.22
N -0.76 -0.72 -1.58
N -1.73 -0.77 -0.73
N -1.41 -0.10 0.30
N 0.28 -0.28 -0.94
C -0.22 0.36 0.24
H 1.60 0.29 0.90
H 1.08 -0.19 -1.65
H 0.44 0.66 2.23
*
```

Entry 5:
DFT (ωB97M-V/def2-TZVPD) results for a structure of composition C11H16N3O9S4Zr.

Computed properties:
ΔE to the lowest compared entry with this formula, charge and spin: 0.000 eV

Geometry as ORCA input:
```
! RIJCOSX wB97M-V def2-TZVPD def2/J DEFGRID3
* xyz 1 1
Zr 1.30 0.83 -1.29
S -0.92 4.41 -0.21
S 1.33 3.22 -1.77
S -2.82 2.25 -0.88
S -0.84 0.71 -2.51
O 0.39 0.88 0.56
O 1.77 -0.70 -2.88
O 2.44 -0.87 -0.21
O 4.28 -1.69 0.74
O 2.98 1.61 0.50
O -3.38 4.26 0.74
O 3.29 0.70 -2.33
O 3.84 -1.14 -3.36
O 0.84 0.10 2.62
N -1.07 -2.17 -0.25
N 3.02 -0.43 -2.90
N -3.64 -1.42 0.81
C -1.21 2.14 -1.57
C -2.55 3.76 0.05
C -3.45 -1.59 -0.68
C -0.34 3.14 -1.27
C 3.51 -0.71 0.36
C 1.06 0.84 1.70
C -1.28 -2.03 1.18
C -2.30 -2.56 -0.93
C 2.22 1.84 1.69
C 4.04 0.68 0.65
C -2.36 -1.01 1.50
H -3.21 -0.61 -1.08
H 3.91 -2.54 0.48
H -2.58 -0.94 2.57
H -2.13 -2.61 -2.01
H 4.80 0.90 -0.10
H -0.37 -1.70 1.67
H 4.49 0.72 1.64
H -1.55 -3.01 1.59
H -4.39 -1.94 -1.10
H 1.84 2.86 1.63
H -2.09 -0.02 1.12
H -2.58 -3.57 -0.61
H -0.78 -1.27 -0.64
H -3.96 -2.30 1.21
H -4.37 -0.72 0.98
H 2.83 1.72 2.59
*
```

Entry 6:
DFT (ωB97M-V/def2-TZVPD) results for a structure of composition C2H2ClNS at a distorted geometry.

Computed properties:
ΔE to the lowest compared entry with this formula, charge and spin: 0.742 eV

Geometry as ORCA input:
```
! RIJCOSX wB97M-V def2-TZVPD def2/J DEFGRID3
* xyz 0 1
Cl -1.93 -0.82 0.63
S 0.64 -1.47 -0.60
N -0.26 1.99 -0.78
C -0.17 0.99 -0.23
C -0.21 -0.31 0.44
H 0.49 0.04 1.58
H 1.45 -0.42 -1.04
*
```